(1)
210
Properties=species:S:1:pos:R:3:mulliken_charge:R:1 method="wB97M-V/def2-TZVPD" e_tot_ha=-4286.19747 lumo_energy_ha=0.002 de_lowest_kcal_mol=62.1 molar_mass_g_mol=1224.57 gap_ev=8.393
H 1.55 -0.46 -1.62 -0.205
H -5.36 4.80 -0.24 0.154
H 1.19 1.85 -3.06 -0.233
H 4.26 2.06 -9.48 0.336
H 1.28 1.61 2.79 -0.546
H 1.82 -6.71 3.54 0.334
C -2.41 3.69 -2.30 -0.361
H -1.85 1.14 -0.98 -0.381
O 7.15 -4.59 -1.97 -0.612
C 5.14 2.22 -4.63 -0.451
C 0.88 -1.45 0.05 -0.361
H -5.54 -1.65 -2.04 0.266
O 4.08 0.04 -8.92 -0.313
H -2.05 0.12 2.57 0.223
H -3.47 -0.25 1.02 -0.063
H -6.26 4.00 -1.34 0.225
C -4.25 2.80 5.17 -0.175
H 1.73 0.17 0.73 0.020
H 3.64 1.94 2.31 0.319
C 3.21 2.44 3.18 -0.805
H 0.39 -0.68 -7.28 0.295
H -4.26 2.07 7.17 0.184
H 6.18 1.00 -3.22 0.063
O -1.93 -6.54 1.12 -0.403
O -5.97 6.18 -2.34 -0.335
H 1.55 2.08 4.51 0.308
H -5.13 -3.33 -2.34 0.208
H 6.62 -4.75 -4.62 0.275
O 0.25 -0.44 5.25 -0.047
H -0.38 -1.35 6.96 0.250
C -1.36 -6.75 2.39 -0.413
O 9.58 -0.84 0.47 -0.558
H -3.94 1.28 9.69 0.281
H -2.90 0.59 12.68 0.313
H 1.89 -2.23 -1.73 0.763
H -3.11 -1.02 -2.24 -0.051
C 1.92 -1.35 -1.09 -0.480
C -4.88 -2.31 -2.61 -0.568
H 7.51 -3.72 -1.73 0.387
H 0.18 -1.69 -3.84 -0.112
C -5.35 -0.49 0.55 -0.029
N -2.06 0.42 8.03 -0.173
H -4.44 3.86 5.33 0.324
C -3.26 1.60 12.46 -0.703
H 4.17 -6.61 2.30 0.439
H 6.88 0.76 -4.84 0.559
C -4.63 5.83 -2.58 -0.620
H 0.40 0.95 -0.90 -0.875
H -6.69 1.54 6.82 0.350
C 3.20 -6.27 1.95 -0.721
H 0.76 2.69 -4.54 0.436
C 3.84 -3.99 1.59 -0.505
H -2.10 0.50 5.89 -0.105
H 9.22 -2.06 -1.47 0.301
H 2.28 3.31 -2.00 -0.017
N 0.91 -7.25 1.66 -0.323
O 2.87 2.79 -0.04 -0.270
H -5.69 1.83 4.29 0.338
H -2.84 3.55 -4.26 0.278
O -2.71 2.03 11.24 -0.330
H 0.49 0.96 -4.47 0.134
H -2.75 0.19 10.48 0.320
C -0.07 -2.41 -8.15 -0.839
H -5.27 0.45 2.55 -0.323
H 0.64 0.13 7.09 0.282
H -1.60 -1.09 4.26 0.291
H -4.35 1.56 12.41 0.282
H -1.09 -2.20 -8.46 0.338
H 0.80 4.03 -0.06 0.004
H -2.81 -2.50 -3.12 0.246
H -1.04 1.65 6.66 0.251
O -2.45 1.13 0.86 -0.113
H 4.80 0.06 -0.90 0.172
C -2.93 1.20 10.10 -0.498
H -3.19 2.59 5.02 0.158
C 1.59 4.70 -0.42 -0.474
C -3.39 -2.08 -2.29 0.328
H -0.03 -8.19 3.26 0.399
H 8.37 -2.34 1.15 0.319
H -5.25 0.37 -0.12 -0.022
H 3.42 -3.23 0.94 -0.093
H 1.75 -0.24 3.90 0.094
C -0.52 -1.28 4.37 0.035
H -2.13 -7.11 3.08 0.430
H 4.42 -1.15 -2.17 0.172
O -5.14 -2.19 -4.00 -0.573
H -3.65 -5.57 1.74 0.345
N 0.78 -0.18 0.81 0.802
C 2.61 3.74 -1.06 0.078
H 1.08 5.43 -1.05 0.545
H 0.10 -1.11 3.49 -0.537
H -4.59 4.84 -4.51 0.386
H -0.96 -5.78 2.72 0.275
H 4.92 2.38 -5.69 0.113
C -4.89 1.94 6.27 -0.652
C 7.54 -1.33 -0.66 0.597
H 1.01 -2.37 0.62 0.457
O -5.03 2.74 -0.07 0.142
O -6.66 -1.08 2.54 -0.665
C 0.46 1.87 -3.87 -0.365
H -3.21 -2.27 -0.36 0.308
H 3.49 4.38 -1.20 0.312
H 4.10 1.55 4.60 0.416
H 9.98 -0.67 1.33 0.299
O 4.12 2.46 4.29 -0.639
H -0.94 1.46 9.57 0.348
C -0.97 3.26 -2.53 0.340
H -0.40 4.13 -2.90 0.944
H -0.11 -1.59 -0.40 -0.105
H 7.84 -0.68 1.46 0.387
O 2.27 5.37 0.61 -0.555
H 2.53 -8.03 2.72 0.376
H -2.30 -4.49 1.34 0.102
O 8.27 -2.05 -1.61 -0.495
H 5.09 -3.86 -4.62 0.295
H 7.24 -0.33 -0.96 0.038
H -5.90 -1.30 0.09 0.402
H -4.82 0.87 6.07 0.457
H -1.11 1.61 2.45 0.385
C 1.99 1.64 3.62 1.152
H -4.15 6.74 -2.98 0.508
C 2.71 0.24 -8.56 -0.369
O 2.49 0.36 4.01 -0.713
H 0.68 -6.35 1.26 0.177
H 3.07 -6.44 0.87 0.400
H -3.00 2.78 -2.13 -0.078
C -0.22 -0.34 6.59 -0.940
C 8.24 -1.35 0.70 -0.591
H -2.89 1.64 2.82 -0.126
H -5.99 -1.48 3.10 0.365
O 5.08 -0.14 -4.47 -0.278
H 3.49 0.37 -2.05 -0.486
H 5.65 -0.88 -4.73 0.105
H -4.19 3.09 0.24 -0.041
H -3.97 5.76 -1.71 0.278
N 0.67 -1.11 -8.15 -0.390
H -5.96 7.69 -0.93 0.289
H 1.79 6.12 0.98 0.323
H -7.17 7.82 -2.29 0.242
H 0.12 1.73 0.70 0.083
H -0.50 -3.28 -4.02 0.346
C -2.09 1.17 2.25 -0.336
C -7.11 3.95 0.65 -0.701
H 5.21 -5.08 -2.36 0.410
H -0.45 -2.29 4.78 0.464
C -4.38 4.62 -3.46 -0.437
C 2.10 -1.16 -8.35 -0.288
N -2.98 4.22 -3.52 -0.348
C 4.83 1.21 -9.08 -0.665
H 5.63 1.13 -9.81 0.303
H 7.52 -2.67 -3.64 0.316
C -1.41 0.62 6.74 0.014
H 5.45 -3.49 -2.02 -0.215
H -0.62 -3.77 -6.65 0.383
H -2.42 4.40 -1.47 0.284
C 6.04 -3.99 -4.09 -0.265
H 4.37 -3.55 2.44 0.279
H -5.47 8.18 -2.52 0.352
O 2.86 -4.89 2.14 -0.198
H -3.00 2.33 13.22 0.245
H 2.94 3.23 0.81 0.040
O 3.97 2.21 -3.85 -0.423
C -6.17 7.53 -1.99 -0.764
C -2.81 -5.41 1.06 -0.510
H 2.61 -1.56 -7.47 0.169
H -5.02 3.78 -3.15 0.218
C -1.54 0.57 -0.10 1.445
O -7.85 5.11 0.39 -0.579
H 5.73 3.11 -4.38 0.393
C 4.00 -0.41 -1.48 0.247
H 2.17 0.79 -9.33 0.340
H 6.58 -1.83 -0.49 -0.239
O -0.05 -2.05 -5.73 -0.224
C 5.97 0.98 -4.29 -0.317
H 1.18 -3.15 -4.50 0.374
H -7.72 3.06 0.55 0.342
H -3.16 -5.41 0.03 0.261
O 6.81 -2.79 -4.28 -0.550
H -4.88 -1.31 -4.31 0.311
C 0.16 -3.00 -6.73 -0.496
H -6.63 4.11 1.62 0.315
C -1.89 1.46 9.03 -0.500
O 3.18 -1.04 -0.51 -0.230
H -6.71 0.77 1.69 0.194
H 2.97 3.45 2.84 0.253
H 2.43 -1.76 -9.20 0.298
O -4.06 -1.01 0.86 -0.633
H 1.11 -3.53 -6.78 0.353
C -5.89 3.84 -0.32 -0.278
C 0.24 -2.60 -4.45 -0.484
H 5.26 1.53 -8.12 0.117
H -0.67 -8.60 1.59 0.304
O -5.02 2.44 3.97 -0.422
H 3.80 1.27 -3.68 0.131
H -1.71 -0.49 -0.29 -0.895
C 2.04 -7.07 2.52 -0.584
O -0.85 2.21 -3.45 -0.348
C 5.93 -4.29 -2.61 -0.052
C -5.98 -0.03 1.87 0.218
H -7.26 5.83 0.63 0.349
C -0.32 -7.83 2.28 -0.764
H 4.59 -4.55 1.03 0.353
C -0.04 0.83 0.10 0.530
O -2.97 -2.78 -1.15 -0.392
O -6.17 2.34 6.69 -0.548
H -1.94 2.45 8.57 0.301
H 2.78 0.85 -7.65 0.146
H -2.94 -0.04 7.87 0.324
H 0.46 -2.99 -8.90 0.372
H -0.51 2.94 -1.59 -0.856


(2)
74
Properties=species:S:1:pos:R:3:mulliken_charge:R:1 method="wB97M-V/def2-TZVPD" total_charge=+1 e_tot_ha=-1751.81440 lumo_energy_ha="-0.236 / -0.237" de_lowest_kcal_mol=0.0 molar_mass_g_mol=590.33 gap_ev="4.191 / 3.805"
O 1.34 -2.37 0.44 -0.893
H 3.35 -0.71 6.23 0.317
C 2.37 -2.35 5.24 -0.880
C 2.41 -1.28 6.33 -1.277
H 1.00 -2.61 -7.57 0.293
C 0.98 -2.58 4.57 2.265
H -2.17 -3.13 6.06 0.461
H -0.47 -1.03 -8.41 0.250
H 0.91 0.09 -8.51 0.260
H -3.36 1.48 -2.57 0.178
H 2.71 -3.31 5.65 0.484
H -0.64 2.71 -5.05 0.288
H 0.21 -3.67 6.25 0.495
H -0.62 3.99 -1.66 0.371
C -0.41 2.87 -3.99 -1.025
C 1.25 -1.61 -7.21 -0.519
H -2.00 -1.58 1.75 0.504
H 1.86 -4.35 1.86 0.325
O -0.77 1.32 -2.50 -0.340
H 1.58 -0.57 6.25 0.351
H -1.31 0.35 -6.69 0.284
H -3.52 2.74 -3.82 0.398
N 0.59 -1.40 2.35 0.501
H -0.17 3.78 0.56 0.449
H 0.11 3.82 -3.82 0.357
H -3.40 2.17 -0.01 0.956
H -1.62 -3.82 4.52 0.310
C 0.34 -0.55 -7.85 -0.584
H 0.17 1.28 -6.65 0.191
C 1.71 1.84 2.52 0.069
H 2.30 -1.39 -7.46 0.252
H -0.03 -1.93 6.36 0.403
H 0.62 -2.43 -5.30 0.300
H -3.15 -0.47 -0.47 0.400
C -1.52 2.49 -2.94 1.556
C -1.62 3.59 -1.90 -1.409
C 0.62 2.72 2.35 -1.015
C -1.77 0.54 2.41 0.441
H 2.42 -1.76 7.31 0.338
H -2.24 4.41 -2.29 0.430
H -2.07 3.20 -0.98 0.067
C 1.13 -2.44 1.71 0.341
C 2.40 1.74 1.28 -1.207
Sn 0.71 -0.32 -0.07 1.034
C -0.22 0.24 -6.65 -0.245
H 1.24 1.84 -2.87 0.232
C -2.86 1.95 -3.43 -1.349
O 0.16 -0.40 -5.38 -0.382
H -0.09 2.97 3.14 0.650
C -0.09 -2.79 5.67 -1.085
C 0.63 -1.35 3.72 -1.106
C -1.52 -2.95 5.19 -1.222
H 1.99 -1.32 -5.16 0.233
C -2.11 -0.52 1.53 -0.942
O 1.01 -4.97 4.10 -0.573
O 0.41 -0.27 4.29 -0.661
H -2.17 2.74 2.30 0.612
C 1.05 -1.49 -5.69 -0.419
C 0.59 3.15 1.01 -0.245
H 3.31 1.17 1.13 0.639
C -2.87 1.46 0.62 -0.150
H 0.45 0.83 -4.13 -0.268
C -2.75 0.06 0.40 -0.748
C 1.71 2.57 0.33 -0.541
C -2.24 1.76 1.86 -1.060
C 1.12 -3.82 3.71 -0.207
H 1.99 2.76 -0.70 0.601
H -1.24 0.45 3.35 0.564
H -2.70 1.15 -4.17 0.268
N 1.51 -3.56 2.39 0.038
H 1.98 1.34 3.44 0.581
H -1.89 -2.06 4.68 0.205
C 0.31 1.65 -3.41 0.398
H 3.07 -2.06 4.43 0.410


(3)
100
Properties=species:S:1:pos:R:3:lowdin_spin:R:1 method="wB97M-V/def2-TZVPD" multiplicity=3 total_charge=+1 e_tot_ha=-3704.17201 lumo_energy_ha="-0.097 / -0.119" molar_mass_g_mol=723.75 gap_ev="6.727 / 6.360"
C -2.73 -3.44 1.17 0.001
C 1.73 -2.02 -2.94 0.007
C 2.50 1.63 0.59 -0.001
C -4.49 1.24 -1.17 0.000
C -1.98 -2.45 0.51 0.005
H 3.92 -1.98 2.75 0.000
H -4.04 -0.45 3.57 0.000
H 1.19 -2.54 -2.15 0.000
P 1.53 -0.18 2.44 0.021
C -1.88 1.11 -3.50 0.000
H -3.23 1.27 1.16 0.004
H -2.83 2.99 -4.10 0.000
P -1.67 1.34 -1.54 0.000
C 0.88 2.63 -0.76 0.008
C -0.81 1.42 2.36 0.282
H -2.43 2.88 1.05 0.004
H 3.83 0.47 1.82 0.001
H 3.09 -2.20 4.33 0.000
H 3.90 -0.47 4.49 0.000
N -3.25 -0.20 2.97 0.003
C 3.63 0.58 4.32 -0.001
H 2.46 -2.37 0.54 0.000
H -4.19 2.74 1.04 0.002
H 2.32 2.83 4.61 0.000
H 2.44 -3.84 -3.84 0.000
H -4.63 1.05 -2.24 0.000
H -0.41 -2.38 2.96 0.000
H 1.54 1.02 6.01 0.000
H 3.82 1.11 5.27 0.000
C 1.69 -0.62 -2.98 0.001
H 2.66 2.63 2.87 0.000
C 1.78 3.69 -1.06 0.009
H 2.53 1.14 -3.90 0.000
C 3.19 -2.08 -4.86 0.007
C 1.66 -2.71 1.21 0.004
H -2.54 4.18 -1.17 0.000
C 2.01 2.30 3.69 0.000
C -2.79 -4.74 0.69 0.000
C -3.02 1.91 -4.14 0.000
H -1.22 -0.97 -3.33 0.000
O -1.25 2.00 3.32 0.218
C 2.45 -2.75 -3.88 -0.001
H 0.70 -2.52 0.71 0.002
H -3.65 3.64 -2.45 0.000
H -4.36 0.26 -0.69 0.000
H 0.20 0.57 4.94 0.000
H -2.14 -6.08 -0.88 0.000
H 3.18 -3.53 3.18 0.000
C -0.63 1.52 -4.28 0.001
C 3.48 2.51 0.15 0.012
C 1.26 0.39 5.15 0.000
C 2.88 0.34 1.29 0.007
C -3.45 3.60 -1.38 0.000
S -3.50 -2.81 2.62 0.000
H -2.28 -0.63 -4.72 0.000
C 0.55 -2.57 3.45 0.001
H -5.42 1.68 -0.79 0.000
H 1.75 -3.80 1.33 0.000
H -0.54 2.60 -4.40 0.000
C 1.73 -2.06 2.60 0.005
H -1.01 -1.94 -1.33 0.000
H -2.64 0.55 3.30 0.002
H -3.06 1.64 -5.20 0.000
H 0.99 2.60 3.47 0.000
H 3.78 -0.16 -5.65 0.000
H -0.68 1.08 -5.29 0.000
H 1.44 4.47 -1.73 0.000
H 3.82 4.36 -0.89 0.000
C -2.13 -5.06 -0.50 0.001
Ti -0.30 0.37 0.84 1.259
H 0.52 -2.13 4.45 0.000
H -3.36 -5.48 1.25 0.000
N -1.89 -1.22 1.23 0.019
C 3.20 -0.68 -4.88 -0.001
C 0.83 0.06 -2.00 0.057
C -1.43 -2.75 -0.74 0.001
C 3.06 -2.44 3.26 0.001
C -2.10 -0.40 -3.65 0.000
H -4.01 1.70 -3.73 0.000
H 0.66 -3.66 3.56 0.000
H 3.06 -0.46 0.55 -0.001
H 3.74 -2.65 -5.62 0.000
H -0.38 3.17 -2.32 0.002
H -4.29 4.09 -0.87 0.000
H 1.41 -0.66 5.44 0.000
N 1.20 1.84 0.32 0.009
H 4.32 1.00 3.58 0.000
C 2.49 0.05 -3.93 0.006
N 0.49 -0.37 -0.91 -0.037
C -3.31 2.17 -0.84 0.002
H -2.97 -0.76 -3.08 0.000
C -2.74 -1.26 2.28 0.006
H -0.95 -4.30 -2.15 0.000
C 2.15 0.79 3.96 0.003
C -1.45 -4.07 -1.22 0.000
H 4.51 2.32 0.43 0.001
C -3.26 2.26 0.69 0.016
C -0.17 2.30 -1.67 0.046
H 0.29 1.15 -3.82 0.000
C 3.09 3.60 -0.63 0.002


(4)
15
Properties=species:S:1:pos:R:3:mulliken_charge:R:1 method="wB97M-V/def2-TZVPD" total_charge=+1 e_tot_ha=-358.22787 lumo_energy_ha=-0.136 de_lowest_kcal_mol=105.8 molar_mass_g_mol=102.12 gap_ev=8.915
H 0.94 1.12 -1.34 0.407
H -3.59 -0.63 1.19 0.290
H 0.65 0.27 1.36 0.326
C 1.05 0.17 0.39 -0.474
H -1.38 0.52 -1.85 0.440
O -0.58 -1.20 -0.67 -0.307
H 0.05 1.93 -0.18 0.348
H 0.56 -1.99 0.67 0.265
C -0.87 0.13 -0.92 -0.039
H 1.52 -1.81 -0.83 0.278
N -2.92 -0.59 0.39 -0.262
N 0.29 0.98 -0.52 -0.144
N -2.26 0.41 0.33 -0.125
C 0.77 -1.27 -0.14 -0.340
H 2.17 0.57 0.36 0.337


(5)
11
Properties=species:S:1:pos:R:3:mulliken_charge:R:1 method="wB97M-V/def2-TZVPD" smiles="C=CC[PH]#N" e_tot_ha=-513.86763 lumo_energy_ha=-0.008 de_lowest_kcal_mol=64.1 molar_mass_g_mol=87.06 gap_ev=8.942
N -0.47 -2.31 -1.94 -0.452
C 0.65 0.39 0.53 0.040
C -0.73 -0.13 0.44 -0.713
C 1.63 0.28 -0.43 -0.686
H -1.01 -0.81 1.18 0.376
H 0.88 0.65 1.55 0.297
H -1.47 0.69 0.32 0.297
H 1.34 -0.04 -1.45 0.125
P -1.23 -1.25 -1.23 0.342
H -2.63 -0.91 -1.18 0.081
H 2.66 0.47 -0.32 0.294


(6)
19
Properties=species:S:1:pos:R:3:mulliken_charge:R:1 method="wB97M-V/def2-TZVPD" smiles=C[C@H](O)CNCN e_tot_ha=-344.32389 lumo_energy_ha=0.038 de_lowest_kcal_mol=38.4 molar_mass_g_mol=104.15 gap_ev=9.822
C -0.07 0.73 0.04 -0.761
H -2.18 -0.80 0.41 0.287
H -0.69 0.78 0.94 0.358
H 0.08 -1.24 -0.76 0.270
H 1.27 -0.06 2.36 0.410
C -1.86 -0.79 -0.65 -0.297
H -2.55 -0.13 -1.19 0.241
H 1.72 -0.32 -0.02 0.105
C 1.72 0.76 1.83 -1.510
H -1.47 -2.27 -2.02 0.234
H 1.92 1.85 -1.17 0.330
H 2.79 0.61 2.02 0.378
C 1.45 0.68 0.35 0.687
H -2.98 -2.25 -1.54 0.245
H 1.43 1.73 2.21 0.356
N -0.49 -0.40 -0.79 -0.320
N -2.03 -2.16 -1.18 -0.697
O 2.19 1.68 -0.27 -0.561
H -0.24 1.61 -0.58 0.247


(7)
12
Properties=species:S:1:pos:R:3:mulliken_charge:R:1 method="wB97M-V/def2-TZVPD" e_tot_ha=-360.60666 lumo_energy_ha=0.037 de_lowest_kcal_mol=39.4 molar_mass_g_mol=99.09 gap_ev=11.024
C 0.40 0.18 0.72 0.097
C 0.74 -0.47 -0.63 0.138
C -1.12 -1.28 0.30 0.039
H 0.58 2.35 0.05 0.275
H 1.19 0.31 1.46 0.374
H -1.99 -1.92 0.31 0.390
O 0.61 0.74 -1.33 -0.394
H 1.65 -1.01 -0.88 0.341
H -1.01 1.56 -0.25 0.252
O -0.36 -1.37 -0.82 -0.376
N -0.77 -0.50 1.24 -0.605
C 0.07 1.40 -0.16 -0.530


(8)
19
Properties=species:S:1:pos:R:3:mulliken_charge:R:1 method="wB97M-V/def2-TZVPD" e_tot_ha=-787.97533 lumo_energy_ha=0.004 de_lowest_kcal_mol=9.4 molar_mass_g_mol=239.38 gap_ev=10.832
H 11.97 -5.29 -11.31 0.347
H 18.56 -2.60 -8.71 0.317
H 12.26 -6.45 -5.16 0.301
H 15.95 -1.62 -11.66 0.300
H 12.02 -5.86 -6.54 0.317
O 13.20 -4.18 -12.40 -0.652
O 15.41 -2.03 -12.33 -0.630
Xe 14.49 -4.01 -9.03 0.001
H 15.97 -2.07 -13.10 0.316
H 11.60 -6.70 -10.91 0.310
H 17.56 -2.98 -9.78 0.279
O 11.54 -5.79 -10.62 -0.615
O 18.23 -3.35 -9.21 -0.606
O 15.43 -7.59 -9.14 -0.629
O 12.67 -6.35 -6.02 -0.620
H 12.53 -3.65 -12.82 0.314
H 16.00 -7.64 -8.38 0.315
H 14.55 -7.55 -8.78 0.311
H 13.96 -3.60 -12.34 0.323